No. 1
C30H68CrF12N5O14S2 as an isolated structure in a non-equilibrium geometry, computed with wB97M-V/def2-TZVPD.

The geometry in XYZ format:
```
132
C30H68CrF12N5O14S2 (wB97M-V/def2-TZVPD)
Cr 20.438 -9.321 3.109
C 23.555 -10.726 3.744
O 23.037 -12.043 3.973
O 22.447 -9.925 3.422
C 24.622 -10.286 4.771
F 25.008 -8.993 4.585
F 24.117 -10.278 6.078
F 25.681 -11.065 4.789
C 23.970 -13.134 3.528
C 23.399 -14.372 4.213
H 23.840 -15.336 3.957
H 23.499 -14.340 5.298
H 22.334 -14.501 4.021
H 25.024 -12.954 3.745
H 23.892 -13.331 2.459
H 24.109 -10.905 2.822
C 17.011 -9.593 3.123
O 16.955 -10.681 2.191
O 18.339 -9.067 3.046
C 15.751 -8.653 3.038
F 15.586 -8.034 1.927
F 14.597 -9.410 3.223
F 15.789 -7.738 4.086
C 15.984 -11.637 2.273
C 16.369 -12.544 1.091
H 15.601 -13.292 0.894
H 16.190 -12.033 0.146
H 17.348 -13.007 1.218
H 15.061 -11.158 1.946
H 15.766 -12.202 3.179
H 17.091 -10.154 4.054
C 23.718 -7.005 1.423
F 23.436 -7.817 0.481
F 24.618 -7.586 2.231
F 24.254 -5.925 0.874
S 22.077 -6.509 2.402
O 22.431 -6.699 3.778
O 21.705 -5.154 2.092
N 20.824 -7.757 1.963
S 20.004 -7.021 0.781
O 20.729 -6.164 -0.222
O 19.248 -8.075 0.061
C 18.681 -5.928 1.661
F 18.823 -4.659 1.226
F 17.465 -6.282 1.454
F 19.048 -5.963 2.895
C 16.076 -8.342 -1.184
C 17.049 -8.961 -2.117
O 16.480 -9.329 -3.370
H 16.462 -8.335 -0.165
H 15.114 -8.843 -1.291
H 15.779 -7.360 -1.553
H 17.311 -9.940 -1.715
H 17.887 -8.284 -2.283
H 17.122 -9.616 -4.024
C 15.001 -4.597 0.903
C 15.278 -4.238 -0.600
O 14.545 -5.061 -1.575
H 15.027 -5.652 1.175
H 14.040 -4.103 1.044
H 15.747 -4.148 1.559
H 16.341 -4.182 -0.835
H 14.944 -3.221 -0.805
H 13.878 -5.547 -1.084
C 21.850 -10.549 -0.061
C 20.416 -10.926 0.192
C 20.142 -12.378 -0.184
O 20.962 -13.147 0.685
C 20.780 -14.560 0.453
N 20.101 -10.822 1.594
H 22.589 -11.092 0.528
H 22.065 -9.497 0.130
H 22.097 -10.668 -1.116
H 19.714 -10.244 -0.288
H 20.485 -12.522 -1.208
H 19.084 -12.605 -0.312
H 21.092 -15.131 1.327
H 21.533 -14.936 -0.240
H 19.806 -14.918 0.121
H 20.393 -11.765 1.805
H 19.119 -11.016 1.462
C 18.368 -2.495 -4.355
C 19.294 -1.311 -3.779
C 19.608 -1.176 -2.262
O 20.874 -1.761 -1.848
C 20.722 -3.189 -1.682
N 20.445 -1.200 -4.628
H 17.783 -2.934 -3.548
H 19.040 -3.299 -4.655
H 17.758 -2.361 -5.248
H 18.840 -0.398 -4.164
H 18.790 -1.498 -1.617
H 19.903 -0.137 -2.122
H 20.268 -3.251 -0.693
H 21.672 -3.713 -1.583
H 20.029 -3.622 -2.404
H 20.816 -2.041 -5.048
H 21.204 -0.992 -3.995
C 20.806 -8.704 7.388
C 20.743 -9.457 6.079
C 19.873 -10.691 5.872
O 20.024 -11.063 4.453
C 19.543 -12.441 4.248
N 20.465 -8.428 5.035
H 19.789 -8.659 7.777
H 21.430 -7.811 7.365
H 21.264 -9.378 8.111
H 21.759 -9.759 5.823
H 18.850 -10.510 6.202
H 20.124 -11.497 6.562
H 18.455 -12.413 4.306
H 19.880 -13.188 4.966
H 19.657 -12.833 3.237
H 21.083 -7.639 5.162
H 19.553 -8.139 5.360
C 22.564 -2.571 4.216
C 21.003 -2.606 4.191
C 20.191 -2.138 2.896
O 18.767 -1.983 2.985
C 18.052 -1.394 1.903
N 20.569 -3.906 4.550
H 23.201 -2.967 3.426
H 23.043 -3.051 5.069
H 22.728 -1.495 4.271
H 20.774 -1.974 5.049
H 20.494 -2.794 2.079
H 20.676 -1.174 2.747
H 18.114 -1.846 0.913
H 18.266 -0.328 1.835
H 16.998 -1.468 2.172
H 19.570 -3.935 4.695
H 20.808 -4.577 3.834
```

Calculated values
Lowest unoccupied orbital energy (alpha / beta) in eV: -1.16 / -0.49
Gap between HOMO and LUMO (alpha / beta) in hartree: 0.2653 / 0.2899
DFT total energy in eV: -151021.9563
Spin multiplicity: 4
Expectation value of S²: 3.77

No. 2
A 5-piece molecular cluster, C30H68N8O7 overall in a non-equilibrium geometry, computed with wB97M-V/def2-TZVPD.

The geometry in XYZ format:
```
113
C30H68N8O7 (wB97M-V/def2-TZVPD)
C 0.660 0.356 3.281
O -0.586 0.653 2.697
C -0.442 1.418 1.515
C -1.756 1.481 0.730
C -2.671 0.305 1.004
O -3.962 0.488 0.386
C -4.930 0.969 1.189
O -4.732 1.827 2.021
N -6.187 0.403 0.982
C -7.228 1.406 0.695
C -8.401 1.280 1.640
C -9.700 1.159 1.161
C -10.763 1.014 2.046
C -10.525 0.988 3.411
C -9.227 1.119 3.898
C -8.168 1.262 3.013
C -6.257 -0.819 0.178
C -6.200 -2.087 1.066
N -5.273 -1.988 2.183
N -5.681 -3.169 0.236
N -7.560 -2.361 1.571
H 1.299 1.245 3.335
H 1.190 -0.416 2.712
H 0.484 0.003 4.295
H -0.158 2.440 1.800
H 0.365 1.034 0.885
H -1.527 1.539 -0.336
H -2.288 2.402 0.978
H -2.785 0.137 2.072
H -2.273 -0.609 0.558
H -7.586 1.281 -0.329
H -6.790 2.401 0.779
H -9.873 1.168 0.090
H -11.770 0.898 1.666
H -11.348 0.860 4.102
H -9.039 1.100 4.964
H -7.148 1.359 3.366
H -7.231 -0.835 -0.310
H -5.491 -0.875 -0.591
H -4.326 -1.918 1.826
H -5.475 -1.167 2.742
H -6.387 -3.503 -0.409
H -5.418 -3.938 0.843
H -7.573 -2.282 2.582
H -7.739 -3.346 1.418
C 3.246 1.370 -3.918
C 1.886 0.727 -3.674
C 1.157 1.266 -2.438
O 1.665 0.804 -1.199
C 2.822 1.472 -0.731
N 2.051 -0.729 -3.638
H 4.013 0.970 -3.258
H 3.575 1.169 -4.938
H 3.207 2.453 -3.785
H 1.247 0.962 -4.531
H 0.123 0.913 -2.471
H 1.126 2.364 -2.446
H 2.806 2.532 -1.001
H 3.738 1.014 -1.112
H 2.829 1.386 0.356
H 1.139 -1.176 -3.604
H 2.491 -0.973 -2.755
C 9.583 0.347 -3.717
C 8.615 0.982 -2.723
C 7.298 0.217 -2.550
O 6.380 0.365 -3.614
C 6.613 -0.453 -4.746
N 8.401 2.383 -3.103
H 9.292 0.550 -4.747
H 10.583 0.757 -3.576
H 9.638 -0.735 -3.582
H 9.105 0.978 -1.744
H 6.786 0.622 -1.672
H 7.486 -0.847 -2.356
H 7.017 -1.428 -4.454
H 7.291 0.021 -5.459
H 5.652 -0.604 -5.237
H 7.865 2.852 -2.378
H 7.791 2.397 -3.916
C -8.891 -4.993 5.598
C -9.633 -5.435 4.340
C -9.630 -6.951 4.111
O -8.407 -7.480 3.639
C -7.420 -7.712 4.625
N -9.097 -4.697 3.193
H -7.811 -5.002 5.453
H -9.172 -3.972 5.856
H -9.130 -5.636 6.448
H -10.681 -5.144 4.458
H -10.360 -7.177 3.329
H -9.949 -7.484 5.018
H -7.869 -8.038 5.568
H -6.808 -6.825 4.807
H -6.771 -8.504 4.255
H -9.667 -4.884 2.373
H -8.189 -5.101 2.973
C 12.516 6.009 -3.134
C 11.532 4.885 -2.821
C 12.018 3.910 -1.741
O 13.004 2.988 -2.163
C 14.327 3.482 -2.193
N 11.168 4.202 -4.062
H 13.331 5.664 -3.770
H 12.008 6.810 -3.670
H 12.946 6.430 -2.222
H 10.622 5.347 -2.424
H 11.165 3.297 -1.438
H 12.366 4.452 -0.850
H 14.505 4.193 -1.380
H 14.562 3.962 -3.146
H 14.996 2.631 -2.067
H 10.423 3.539 -3.854
H 11.959 3.625 -4.337
```

Calculated values
Lowest unoccupied orbital energy in eV: 0.60
Gap between HOMO and LUMO in hartree: 0.3445
DFT total energy in eV: -58464.0910
Structure (SMILES): COCCCOC(=O)N(Cc1ccccc1)CC(N)(N)N.COC[C@@H](C)N.COC[C@@H](C)N.COC[C@@H](C)N.COC[C@@H](C)N

No. 3
A 10-piece molecular cluster, C30H70N10O10 overall in a non-equilibrium geometry, computed with wB97M-V/def2-TZVPD.

The geometry in XYZ format:
```
120
C30H70N10O10 (wB97M-V/def2-TZVPD)
C 0.703 -2.873 -7.345
O 1.040 -3.860 -6.674
N 0.192 -1.758 -6.888
C 0.026 -1.494 -5.478
C 0.000 -0.656 -7.817
H 0.873 -2.734 -8.424
H 0.864 -0.860 -5.190
H -0.132 -2.172 -4.639
H -0.779 -0.769 -5.357
H -0.247 -1.063 -8.797
H -0.832 -0.027 -7.496
H 0.913 -0.079 -7.960
C -1.757 -0.929 4.511
O -1.815 0.152 3.939
N -2.773 -1.732 4.901
C -2.626 -3.038 5.579
C -4.168 -1.263 4.789
H -0.768 -1.358 4.731
H -2.851 -3.855 4.892
H -3.250 -3.108 6.470
H -1.623 -3.189 5.979
H -4.176 -0.327 4.231
H -4.655 -2.057 4.224
H -4.626 -1.215 5.777
C -3.363 -3.982 1.271
O -2.898 -2.856 1.331
N -3.845 -4.582 0.173
C -4.000 -6.040 0.077
C -4.039 -3.886 -1.108
H -3.372 -4.663 2.135
H -5.009 -6.231 -0.287
H -3.617 -6.641 0.902
H -3.418 -6.378 -0.780
H -3.875 -2.824 -0.929
H -3.372 -4.273 -1.879
H -5.049 -3.963 -1.511
C 4.317 4.039 0.331
O 3.938 5.145 -0.078
N 4.490 3.023 -0.483
C 4.220 3.061 -1.931
C 5.362 1.925 -0.024
H 4.476 3.796 1.393
H 5.173 3.313 -2.398
H 3.572 3.879 -2.245
H 3.753 2.189 -2.388
H 6.253 1.824 -0.644
H 5.707 2.038 1.004
H 4.862 0.982 -0.246
C -5.731 -0.608 1.598
O -6.840 -0.570 2.177
N -4.873 0.379 1.421
C -3.582 0.158 0.768
C -5.048 1.801 1.779
H -5.341 -1.570 1.231
H -3.356 -0.821 0.344
H -2.828 0.646 1.386
H -3.426 0.621 -0.207
H -5.997 2.028 2.266
H -4.212 2.044 2.435
H -4.943 2.413 0.883
C -0.632 -0.869 -0.964
O -0.356 -0.982 -2.141
N 0.273 -0.349 -0.094
C 0.134 -0.404 1.343
C 1.617 0.085 -0.454
H -1.600 -1.087 -0.488
H 0.298 0.555 1.835
H 0.813 -1.216 1.602
H -0.838 -0.792 1.645
H 2.322 -0.713 -0.218
H 1.708 0.334 -1.512
H 1.964 0.962 0.092
C 1.154 2.033 7.293
O 1.691 0.997 7.714
N 1.016 2.478 5.977
C 0.309 3.740 5.794
C 1.583 1.803 4.828
H 0.824 2.888 7.904
H 0.018 4.205 6.736
H -0.670 3.563 5.350
H 0.824 4.481 5.182
H 2.147 2.452 4.158
H 2.212 1.023 5.257
H 0.867 1.222 4.247
C -0.813 5.697 0.212
O -1.934 5.979 0.596
N -0.456 4.433 -0.143
C 0.841 4.163 -0.738
C -1.354 3.310 0.048
H -0.110 6.513 -0.018
H 0.601 3.910 -1.771
H 1.245 3.261 -0.280
H 1.430 5.079 -0.687
H -1.825 3.115 -0.915
H -0.900 2.362 0.338
H -2.287 3.516 0.574
C 5.922 -2.415 0.280
O 5.077 -1.556 0.480
N 5.786 -3.743 0.508
C 6.870 -4.648 0.314
C 4.538 -4.235 1.035
H 6.925 -2.166 -0.099
H 7.477 -4.811 1.205
H 7.540 -4.232 -0.439
H 6.597 -5.615 -0.107
H 3.997 -4.767 0.253
H 4.631 -4.922 1.877
H 3.898 -3.398 1.314
C 0.657 1.503 -3.946
O 1.848 1.402 -4.094
N -0.150 1.995 -4.896
C -1.610 1.864 -4.783
C 0.395 2.407 -6.153
H 0.123 1.269 -3.011
H -1.987 1.614 -3.791
H -2.005 1.144 -5.499
H -2.039 2.849 -4.967
H 0.279 1.635 -6.913
H 0.032 3.347 -6.569
H 1.462 2.586 -6.024
```

Calculated values
Lowest unoccupied orbital energy in eV: 0.28
Gap between HOMO and LUMO in hartree: 0.3400
DFT total energy in eV: -67619.0785
Structure (SMILES): CN(C)C=O.CN(C)C=O.CN(C)C=O.CN(C)C=O.CN(C)C=O.CN(C)C=O.CN(C)C=O.CN(C)C=O.CN(C)C=O.CN(C)C=O
Energy above the lowest of the compared OMol25 structures with the same formula, charge and spin in kcal per mole: 198.8